Record 1
Molecular formula: C5H8Br2S2V
Method: DFT, ωB97M-V/def2-TZVPD

Each line ends with the natural charge from an NBO analysis.
Cartesian coordinates (Å):
1 V -0.015 -0.353 1.008  0.4856
2 Br -0.036 -1.212 3.225  -0.3034
3 C 0.003 1.552 1.671  -0.6629
4 Br 0.000 1.874 -0.246  0.1658
5 H 0.915 1.964 2.087  0.2338
6 H -0.900 1.979 2.092  0.2335
7 C 1.487 -4.111 0.085  -0.6519
8 C 0.678 -2.842 -0.025  -0.1665
9 S 1.607 -1.356 -0.155  0.0556
10 C -0.680 -2.839 -0.036  -0.1658
11 C -1.502 -4.092 0.075  -0.6481
12 S -1.613 -1.358 -0.186  0.0527
13 H 2.550 -3.885 0.103  0.2325
14 H 1.292 -4.770 -0.763  0.2251
15 H 1.246 -4.658 0.998  0.2286
16 H -0.888 -4.989 0.019  0.2207
17 H -2.240 -4.126 -0.727  0.2297
18 H -2.045 -4.108 1.022  0.2349

Summary:
LUMO energy (alpha / beta) (Ha): -0.0470 / -0.0090
<S²>: 0.8366
HOMO energy (alpha / beta) (eV): -8.71 / -8.53
ΔE to the lowest compared entry with this formula, charge and spin (kcal per mole): 0.0
Kohn-Sham gap (alpha / beta) (eV): 7.43 / 8.28
2S+1: 2
Electronic energy (a.u.): -7083.75684
Maximum force (eV Å⁻¹): 0.9

Record 2
Molecular formula: C17H24O5
Method: DFT, ωB97M-V/def2-TZVPD

Each line ends with the natural charge from an NBO analysis.
Cartesian coordinates (Å):
1 O 3.505 1.880 3.318  -0.5915
2 O 3.157 -2.291 5.293  -0.6510
3 O 2.727 0.194 1.964  -0.4697
4 O -3.951 1.269 -0.672  -0.7056
5 O -0.098 -2.141 -0.635  -0.7182
6 C 3.206 0.691 3.137  0.7305
7 C 3.338 -0.164 4.301  -0.4032
8 C 2.573 -1.988 2.956  -0.3751
9 C 3.027 -1.478 4.219  0.3596
10 C 2.452 -1.173 1.870  0.4043
11 C -3.051 0.262 -3.094  -0.1889
12 C -2.288 1.271 -2.507  -0.0166
13 C -1.165 0.309 -0.010  -0.1332
14 C 0.163 -0.022 0.322  -0.2529
15 C -2.763 -0.406 -4.419  -0.6529
16 C -0.961 1.671 -3.178  -0.6528
17 C -1.999 2.346 1.197  -0.5957
18 C 2.795 -1.319 -0.646  -0.6184
19 C -2.736 1.812 -1.180  0.0863
20 C -1.579 1.729 -0.138  -0.3043
21 C 0.490 -1.484 0.476  0.0573
22 C 1.977 -1.823 0.570  -0.2711
23 H 2.720 -3.158 5.153  0.4874
24 H -3.828 0.309 -0.460  0.4633
25 H -0.008 -1.557 -1.433  0.4752
26 H 3.677 0.177 5.259  0.2447
27 H 2.370 -3.080 2.880  0.2228
28 H -3.926 -0.055 -2.563  0.2005
29 H -1.876 -0.472 -0.246  0.2051
30 H 0.910 0.754 0.531  0.2275
31 H -2.783 -1.481 -4.279  0.2189
32 H -1.794 -0.107 -4.866  0.2102
33 H -3.586 -0.157 -5.116  0.2221
34 H -0.198 0.913 -3.105  0.2159
35 H -0.539 2.542 -2.683  0.2133
36 H -1.084 1.893 -4.201  0.2232
37 H -2.412 3.377 1.117  0.2144
38 H -2.780 1.790 1.708  0.2147
39 H -1.141 2.371 1.876  0.2142
40 H 2.399 -1.743 -1.555  0.2182
41 H 3.822 -1.577 -0.496  0.2197
42 H 2.789 -0.236 -0.816  0.2203
43 H -2.975 2.868 -1.331  0.1907
44 H -0.740 2.284 -0.527  0.2154
45 H 0.034 -1.877 1.371  0.1885
46 H 2.127 -2.923 0.636  0.2371

Summary:
LUMO energy (Ha): 0.0104
HOMO energy (eV): -8.79
ΔE to the lowest compared entry with this formula, charge and spin (kcal per mole): 79.6
Kohn-Sham gap (eV): 9.08
Electronic energy (a.u.): -1038.29371
Maximum force (eV Å⁻¹): 4.4